Entry 1:
Entry from the OMol25 dataset: H3NS2 in the gas phase in a non-equilibrium geometry (ωB97M-V/def2-TZVPD).

XYZ file:
```
6
Properties=species:S:1:pos:R:3:forces:R:3:lowdin_charge:R:1
N -0.695 -0.968 -0.568 1.9 -0.2 0.4 -0.40
S 0.397 -0.680 0.857 -2.1 -0.2 -1.8 0.31
S 0.348 1.320 1.165 1.6 0.7 -0.3 0.22
H -0.100 -0.962 -1.415 -0.8 0.3 0.7 0.01
H -1.560 -0.427 -0.689 0.9 -0.1 0.6 0.02
H 1.610 1.717 0.650 -1.4 -0.5 0.4 -0.16
```
Positions in Å, forces in eV/Å.

The SMILES is NSS. Its spin multiplicity is 1. The LUMO energy is 0.674 eV. The energy relative to the best compared isomer or geometry (same formula, charge and spin) comes out at 29.3 kJ/mol.

Entry 2:
Entry from the OMol25 dataset: a molecular structure, C19H32ClN3Pb in a non-equilibrium geometry (ωB97M-V/def2-TZVPD).

XYZ file:
```
56
Properties=species:S:1:pos:R:3:forces:R:3:lowdin_charge:R:1
C 3.981 0.265 -4.941 1.0 0.1 -1.6 -0.95
C 3.551 1.508 -5.734 -0.2 0.0 0.3 -0.12
C 5.470 0.360 -4.576 -0.2 0.0 0.3 -0.11
C 3.722 -1.006 -5.764 -0.2 0.0 0.3 -0.12
Cl 3.010 0.183 -3.424 -0.4 0.0 0.6 0.56
H 6.078 0.414 -5.488 -0.2 0.0 0.1 0.10
H 5.791 -0.517 -4.004 -0.1 0.1 -0.1 0.08
H 5.672 1.256 -3.979 0.0 -0.1 -0.1 0.08
H 4.126 1.580 -6.666 -0.1 -0.1 0.2 0.10
H 3.728 2.422 -5.155 0.0 -0.2 -0.1 0.08
H 2.488 1.462 -5.993 0.2 0.0 0.0 0.08
H 4.298 -0.977 -6.697 -0.1 0.1 0.2 0.10
H 2.661 -1.099 -6.022 0.2 0.0 0.0 0.08
H 4.023 -1.901 -5.207 0.0 0.2 -0.1 0.08
C 0.333 2.046 2.291 1.1 -0.6 0.7 -0.07
C 1.642 1.509 2.211 0.0 -0.3 -0.1 -0.10
C 2.195 1.854 0.954 0.4 -0.4 1.5 -0.09
H 2.144 0.967 3.012 -0.1 0.2 -0.4 0.12
C 1.213 2.618 0.238 -2.5 1.0 0.3 -0.17
C 0.052 2.717 1.064 1.1 0.7 -2.3 -0.15
H -0.854 3.279 0.836 0.4 -0.2 0.0 0.12
H -0.295 2.039 3.181 0.2 -0.1 -0.4 0.10
H 3.212 1.645 0.625 -0.3 0.0 0.0 0.14
H 1.360 3.121 -0.717 -0.1 -0.2 0.3 0.13
C -0.496 -2.731 0.782 1.3 -0.8 -2.5 -0.14
C -0.115 -2.276 2.080 1.8 0.8 1.0 -0.07
C 1.267 -1.950 2.043 -1.0 0.3 0.5 -0.10
H -0.749 -2.268 2.968 0.2 0.1 -0.4 0.11
C 1.760 -2.226 0.740 0.1 -0.3 0.8 -0.10
C 0.675 -2.746 -0.038 -2.4 -0.3 0.2 -0.17
H 0.744 -3.170 -1.039 0.0 0.2 0.3 0.12
H -1.486 -3.088 0.499 0.4 0.1 0.1 0.11
H 1.850 -1.586 2.886 -0.2 -0.2 -0.3 0.11
H 2.795 -2.122 0.415 -0.3 0.0 0.1 0.14
Pb 0.007 0.091 -0.153 -0.8 -0.1 0.6 1.61
C -4.454 -1.922 0.820 -0.2 -0.5 -0.2 -0.02
N -3.984 -0.981 1.826 0.5 0.7 -0.2 -0.11
C -4.883 -0.913 2.966 -0.6 0.0 0.4 -0.02
C -3.016 -0.064 1.621 -0.6 -0.3 0.2 -0.41
N -2.370 0.020 0.454 0.5 0.8 0.1 -0.04
N -2.710 0.812 2.669 0.5 -0.7 -0.8 -0.19
C -2.456 0.329 4.017 -0.3 0.0 0.1 -0.06
C -3.098 2.217 2.566 -0.1 -0.1 -0.2 -0.04
H -5.497 -1.675 0.562 0.4 0.0 -0.1 0.12
H -4.471 -2.938 1.240 0.1 0.2 -0.1 0.11
H -3.843 -1.923 -0.081 -0.1 -0.1 0.1 0.08
H -4.462 -1.408 3.849 -0.1 0.2 -0.2 0.10
H -5.177 0.124 3.183 0.2 -0.4 0.0 0.11
H -5.780 -1.471 2.684 0.1 0.2 0.2 0.10
H -2.927 -0.295 -0.332 0.1 -0.2 0.1 0.04
H -1.669 0.962 4.452 -0.1 -0.3 0.0 0.09
H -3.347 0.423 4.657 0.3 -0.2 0.0 0.10
H -2.109 -0.715 3.981 -0.2 0.4 0.2 0.09
H -2.344 2.843 3.051 -0.1 0.0 -0.1 0.08
H -3.200 2.504 1.517 0.1 0.0 0.1 0.10
H -4.059 2.398 3.067 0.1 0.0 -0.1 0.10
```
Positions in Å, forces in eV/Å.

Its spin multiplicity is 1. The LUMO energy (spin up / spin down) is -9.008 / -9.166 eV. Its total charge is +2.

Entry 3:
Entry from the OMol25 dataset: C3H6BrNO3 in the gas phase in a non-equilibrium geometry (ωB97M-V/def2-TZVPD).

XYZ file:
```
14
Properties=species:S:1:pos:R:3:forces:R:3:lowdin_charge:R:1
C -0.754 0.298 -1.257 -1.8 -2.2 -1.0 -0.07
C 0.058 -0.567 -0.324 -0.3 -2.3 1.1 -0.81
O 1.388 -0.657 -0.591 -0.5 0.4 1.7 0.02
Br -0.675 -2.619 -0.367 0.1 1.3 -0.1 0.50
C -0.091 -0.213 1.138 -1.2 -2.4 1.4 -0.13
N 0.608 1.075 1.281 -1.5 -1.5 1.8 -0.44
O 0.051 2.039 0.864 -0.4 2.1 -1.0 0.09
O 1.585 1.022 1.953 2.2 0.6 0.7 0.12
H -0.511 -0.077 -2.303 -0.7 0.4 1.1 0.10
H -1.973 0.167 -1.039 3.6 0.8 -0.6 0.17
H -0.257 1.248 -1.148 -0.8 0.8 -0.1 0.07
H 1.446 -0.631 -1.511 0.8 -0.1 -2.6 0.08
H -1.190 -0.147 1.324 0.9 0.6 0.0 0.14
H 0.313 -0.938 1.979 -0.4 1.4 -2.4 0.18
```
Positions in Å, forces in eV/Å.

The SMILES is C[C@](O)(Br)C[N+](=O)[O-]. Its spin multiplicity is 1. The LUMO energy is -0.183 eV. The energy relative to the best compared isomer or geometry (same formula, charge and spin) comes out at 90.8 kJ/mol.

Entry 4:
Entry from the OMol25 dataset: C4H4N2S in the gas phase in a non-equilibrium geometry (ωB97M-V/def2-TZVPD).

XYZ file:
```
11
Properties=species:S:1:pos:R:3:forces:R:3:lowdin_charge:R:1
S -3.206 0.298 -0.007 -0.7 0.1 0.2 0.77
C -1.989 -0.684 0.011 4.6 4.0 0.0 -0.55
N -0.459 -0.134 0.101 -4.4 -2.9 -0.7 -0.07
C 0.002 1.117 -0.004 1.2 0.1 0.8 -0.12
C 1.348 1.026 0.017 -0.9 -0.9 -0.6 -0.13
N 1.706 -0.286 -0.036 3.0 1.1 0.2 0.06
C 0.638 -0.941 0.010 -1.4 -0.6 0.2 -0.23
H -1.840 -1.678 -0.174 -0.3 -2.7 -0.2 0.02
H -0.595 1.936 -0.069 -1.7 2.0 0.0 0.07
H 2.061 1.759 -0.011 1.4 1.8 -0.1 0.07
H 0.705 -1.970 -0.058 -0.9 -2.0 0.1 0.11
```
Positions in Å, forces in eV/Å.

The SMILES is S=Cn1ccnc1. Its spin multiplicity is 1. The LUMO energy is -0.946 eV. The energy relative to the best compared isomer or geometry (same formula, charge and spin) comes out at 188.3 kJ/mol.

Entry 5:
Entry from the OMol25 dataset: C2H4NP in the gas phase in a non-equilibrium geometry (ωB97M-V/def2-TZVPD).

XYZ file:
```
8
Properties=species:S:1:pos:R:3:forces:R:3:lowdin_charge:R:1
C -1.261 -0.685 0.192 1.1 -6.7 -1.5 -0.23
C -1.242 0.603 0.257 1.6 6.5 -0.9 -0.22
N -0.215 -0.012 -0.562 -0.8 0.0 3.4 -0.15
P 1.697 -0.108 0.281 -2.5 0.1 -0.6 0.80
H -1.584 -1.671 0.404 0.1 -0.4 0.0 0.06
H -1.560 1.565 0.566 0.1 0.4 0.0 0.07
H 2.018 1.118 -0.306 0.2 0.3 -0.1 -0.16
H 2.147 -0.810 -0.833 0.3 -0.3 -0.3 -0.17
```
Positions in Å, forces in eV/Å.

Its spin multiplicity is 3. The LUMO energy (spin up / spin down) is 0.324 / -1.193 eV. The energy relative to the best compared isomer or geometry (same formula, charge and spin) comes out at 435.8 kJ/mol.

Entry 6:
Entry from the OMol25 dataset: 6 unconnected molecules or ions with the total composition C31H70N2O9P in a non-equilibrium geometry (ωB97M-V/def2-TZVPD).

XYZ file:
```
113
Properties=species:S:1:pos:R:3:forces:R:3:lowdin_charge:R:1
C -7.181 -2.330 4.577 0.3 -0.5 -0.6 -0.06
C -6.375 -2.315 3.259 -0.2 0.0 0.0 -0.40
C -6.448 -3.716 2.642 0.3 -0.1 0.4 -0.06
C -6.824 -1.189 2.312 -0.2 0.4 0.1 -0.31
C -8.357 -1.136 2.108 0.0 0.2 -0.1 -0.03
C -6.057 -1.196 0.978 -0.9 -0.9 0.0 -0.11
O -5.500 0.095 0.632 0.3 0.0 0.5 0.01
C -4.296 0.348 1.157 -1.4 -0.3 -0.8 -0.23
C -4.204 1.490 1.986 -0.1 -0.3 -0.5 0.01
N -3.081 1.835 2.523 0.0 0.2 0.3 0.16
N -2.071 1.037 2.265 1.8 0.3 0.4 0.09
C -2.027 -0.044 1.502 -1.0 -0.6 -1.2 -0.23
C -0.771 -0.837 1.317 -0.6 -0.9 0.6 -0.09
P -0.097 -1.173 2.972 0.8 0.9 0.4 0.41
O 0.659 -0.003 3.429 0.0 0.4 0.1 -0.26
O 0.689 -2.535 2.914 -0.4 0.0 -0.2 -0.08
O -1.362 -1.407 3.923 -0.1 -0.4 -0.4 -0.11
C -3.209 -0.437 0.866 0.7 0.6 1.0 0.11
H -8.017 -3.018 4.451 -0.3 0.2 0.1 0.08
H -6.554 -2.787 5.341 -0.1 0.2 0.2 0.08
H -7.544 -1.350 4.875 0.1 0.0 0.2 0.08
H -5.334 -2.104 3.536 0.1 0.0 -0.2 0.13
H -6.010 -3.806 1.647 0.0 0.0 0.0 0.07
H -7.471 -4.090 2.608 -0.1 0.1 -0.1 0.09
H -5.901 -4.392 3.304 0.0 -0.2 -0.1 0.08
H -6.558 -0.253 2.818 0.1 0.0 0.0 0.13
H -8.741 -0.196 2.500 -0.1 -0.1 0.1 0.08
H -8.885 -1.942 2.614 0.1 0.0 0.0 0.08
H -8.656 -1.164 1.060 0.1 -0.1 0.0 0.08
H -6.756 -1.440 0.183 0.1 0.2 -0.2 0.13
H -5.323 -2.004 0.987 0.5 0.4 -0.1 0.11
H -5.088 2.088 2.155 0.1 0.1 0.1 0.15
H -1.190 1.292 2.721 -0.1 0.2 0.1 0.17
H -1.089 -1.786 0.881 0.2 0.0 -0.2 0.12
H -0.068 -0.347 0.647 0.3 0.0 0.2 0.13
H 0.955 -2.788 3.811 0.2 -0.3 -0.1 0.11
H -1.234 -0.903 4.739 -0.1 0.0 0.1 0.10
H -3.244 -1.309 0.236 -0.1 0.0 -0.1 0.15
C -0.060 3.368 -3.263 0.1 -0.1 0.1 -0.07
C -1.556 3.540 -3.447 0.2 0.1 -0.1 -0.26
O -2.323 2.597 -2.708 -0.3 -0.2 -0.1 -0.15
C -2.140 2.615 -1.313 0.1 0.1 0.1 -0.30
C -2.495 3.944 -0.663 0.0 0.0 0.0 -0.07
H 0.247 2.360 -3.546 0.0 0.0 0.0 0.09
H 0.484 4.086 -3.876 -0.1 0.0 -0.1 0.07
H 0.242 3.524 -2.225 0.0 0.1 0.0 0.06
H -1.815 3.382 -4.493 -0.1 -0.1 0.0 0.13
H -1.865 4.562 -3.203 0.0 0.0 0.1 0.11
H -1.113 2.313 -1.066 0.0 0.1 0.1 0.10
H -2.797 1.838 -0.911 -0.1 0.0 -0.2 0.10
H -1.866 4.756 -1.025 0.1 0.0 0.1 0.07
H -2.371 3.884 0.421 0.0 0.0 0.0 0.06
H -3.531 4.208 -0.881 0.0 0.0 0.0 0.09
C 5.706 1.852 -2.489 0.0 0.0 0.2 -0.07
C 4.212 2.033 -2.689 0.2 0.1 0.0 -0.28
O 3.420 1.109 -1.957 -0.2 -0.1 -0.1 -0.16
C 3.567 1.142 -0.551 0.1 0.1 0.1 -0.28
C 3.213 2.481 0.076 0.0 0.0 -0.1 -0.07
H 6.007 0.841 -2.765 0.0 0.0 0.0 0.08
H 6.258 2.563 -3.103 0.0 0.0 0.0 0.08
H 6.004 2.008 -1.452 0.1 0.1 0.0 0.07
H 3.976 1.871 -3.742 -0.2 -0.1 0.1 0.12
H 3.906 3.060 -2.456 0.0 0.0 0.0 0.10
H 4.579 0.836 -0.266 0.0 0.1 0.0 0.11
H 2.892 0.376 -0.164 0.0 0.0 -0.1 0.11
H 3.865 3.282 -0.274 0.0 0.0 0.1 0.07
H 3.306 2.425 1.161 0.0 0.0 0.0 0.08
H 2.187 2.761 -0.174 0.0 0.0 0.0 0.07
C -3.440 -6.718 5.643 0.0 0.0 -0.1 -0.08
C -4.781 -7.429 5.567 0.1 0.0 0.1 -0.28
O -5.416 -7.325 4.305 -0.2 0.2 -0.1 -0.17
C -4.704 -7.861 3.202 0.1 -0.1 0.0 -0.29
C -4.402 -9.344 3.326 0.0 0.0 0.1 -0.08
H -3.555 -5.660 5.397 0.0 0.0 0.0 0.07
H -3.027 -6.801 6.649 0.0 0.0 0.0 0.08
H -2.713 -7.142 4.949 0.0 -0.1 0.1 0.06
H -5.467 -6.975 6.283 -0.1 0.0 -0.1 0.12
H -4.680 -8.480 5.858 0.1 0.0 0.0 0.11
H -3.784 -7.289 3.032 0.0 -0.1 0.0 0.10
H -5.335 -7.697 2.328 -0.1 0.1 0.1 0.12
H -3.764 -9.563 4.182 0.1 0.0 -0.1 0.07
H -3.893 -9.700 2.430 0.0 0.0 0.0 0.08
H -5.326 -9.911 3.449 0.0 0.0 0.0 0.08
C 3.238 5.912 -8.181 0.1 -0.1 0.1 -0.08
C 2.150 6.177 -7.154 0.1 0.1 -0.1 -0.28
O 1.832 5.053 -6.350 -0.3 -0.1 0.1 -0.16
C 2.887 4.520 -5.572 0.2 0.1 0.0 -0.29
C 3.470 5.511 -4.578 0.0 0.1 0.0 -0.07
H 2.952 5.086 -8.834 0.0 0.0 0.0 0.08
H 3.405 6.800 -8.790 0.0 0.0 0.0 0.08
H 4.187 5.647 -7.712 0.0 0.1 0.0 0.07
H 1.228 6.443 -7.671 -0.1 -0.1 0.1 0.12
H 2.412 7.034 -6.524 0.1 0.0 0.0 0.11
H 3.667 4.106 -6.221 0.1 0.1 0.0 0.11
H 2.463 3.678 -5.023 -0.1 0.0 -0.1 0.09
H 3.916 6.375 -5.073 0.1 0.0 0.0 0.07
H 4.246 5.034 -3.977 0.0 0.0 0.0 0.07
H 2.691 5.883 -3.910 0.0 0.0 0.0 0.08
C 10.701 1.272 0.467 0.0 0.0 -0.1 -0.08
C 9.372 0.541 0.389 0.1 0.0 0.1 -0.28
O 8.777 0.565 -0.896 -0.3 0.1 0.0 -0.17
C 9.529 -0.020 -1.946 0.1 -0.1 0.0 -0.28
C 9.847 -1.490 -1.733 0.0 0.0 0.1 -0.08
H 10.584 2.311 0.158 0.0 0.0 0.0 0.08
H 11.083 1.251 1.488 0.0 0.0 0.0 0.08
H 11.455 0.820 -0.178 0.0 0.0 0.1 0.07
H 8.658 1.027 1.056 -0.1 0.0 -0.1 0.12
H 9.475 -0.491 0.742 0.1 0.0 0.0 0.11
H 10.446 0.554 -2.121 0.0 0.0 0.0 0.11
H 8.920 0.089 -2.844 -0.1 0.1 0.1 0.11
H 10.463 -1.652 -0.848 0.1 0.0 0.0 0.07
H 10.387 -1.886 -2.593 0.0 0.0 0.0 0.08
H 8.927 -2.063 -1.603 0.0 0.0 0.0 0.08
```
Positions in Å, forces in eV/Å.

Its spin multiplicity is 1. The LUMO energy is -4.246 eV. Its total charge is +1. The energy relative to the best compared isomer or geometry (same formula, charge and spin) comes out at 40.6 kJ/mol.